Computed, not measured: a structure of composition C26H23N2O2PtS2, with the ωB97M-V functional and the def2-TZVPD basis.

Geometry as ORCA input:
```
! wB97M-V def2-TZVPD RIJCOSX def2/J DEFGRID3
* xyz 1 1
Pt -1.12 -1.18 -0.25
C -2.50 -5.37 -0.15
C -2.17 -4.09 -0.60
N -1.69 -3.16 0.20
C -1.55 -3.44 1.52
C -1.83 -4.70 2.06
C -2.32 -5.68 1.17
C -1.62 -4.92 3.46
C -1.18 -3.93 4.26
C -0.92 -2.62 3.74
C -0.47 -1.54 4.52
C -0.25 -0.32 3.93
C -0.50 -0.16 2.56
N -0.94 -1.16 1.82
C -1.12 -2.38 2.38
H -2.89 -6.10 -0.85
H -2.28 -3.83 -1.65
H -2.56 -6.67 1.55
H -1.84 -5.90 3.86
H -1.02 -4.11 5.31
H -0.29 -1.68 5.58
H 0.10 0.52 4.50
H -0.35 0.78 2.05
O 1.98 -1.05 -0.68
S 1.00 -1.66 -1.58
C 1.32 -1.06 -3.27
C 1.99 -2.19 -4.04
C 2.64 -3.13 -3.02
C 1.57 -3.34 -1.95
H 1.96 -0.20 -3.09
H 0.38 -0.71 -3.72
H 2.72 -1.79 -4.76
H 1.24 -2.74 -4.61
H 3.51 -2.66 -2.56
H 2.94 -4.07 -3.46
H 1.94 -3.75 -1.01
H 0.73 -3.93 -2.31
C 0.46 7.62 1.01
C 0.92 8.41 -0.19
O 1.24 9.56 -0.15
S 0.92 7.62 -1.81
C 0.51 5.92 -1.47
C 1.52 5.01 -1.19
C 1.21 3.68 -0.94
C -0.12 3.25 -0.98
C -1.13 4.17 -1.28
C -0.81 5.49 -1.52
C -0.43 1.87 -0.73
C -0.69 0.71 -0.53
H 0.70 8.19 1.90
H 0.92 6.64 1.05
H -0.62 7.48 0.95
H 2.55 5.34 -1.17
H 1.99 2.97 -0.73
H -2.16 3.83 -1.32
H -1.60 6.20 -1.76
*
```

Calculated values
E_tot: -2179.99342 Eh
HOMO: -10.37 eV
gap between HOMO and LUMO: 6.377 eV
maximum force: 0.028 hartree/bohr